Entry 1:
ORCA calculation (the ωB97M-V functional and the def2-TZVPD basis) on a 2-piece molecular cluster, C2H3NO overall at a distorted geometry.

As for the HOMO energy: -10.44 eV. The spin multiplicity is 1. The value obtained for the energy relative to the best compared isomer or geometry (same formula, charge and spin) is 1.7577 eV. As for the LUMO energy: 0.457 eV.

Geometry (Å):
O 0.557 -1.216 -0.035
C -2.086 2.027 -0.111
H 0.423 0.413 -1.260
H -2.458 1.607 -0.998
C 0.089 -0.602 -0.987
H -0.806 -0.858 -1.614
N -1.427 2.439 0.722



Entry 2:
ORCA calculation (the ωB97M-V functional and the def2-TZVPD basis) on the molecule C2H3NO at a distorted geometry.

As for the HOMO energy: -10.94 eV. The spin multiplicity is 1. The value obtained for the energy relative to the best compared isomer or geometry (same formula, charge and spin) is 2.0063 eV. As for the LUMO energy: 0.655 eV.

Geometry (Å):
H 0.934 0.749 -0.975
H -0.584 -0.056 -1.411
H 0.581 -1.830 0.403
C -0.616 0.906 0.495
O 0.529 -0.863 0.435
N -0.936 0.935 1.606
C 0.092 0.160 -0.552



Entry 3:
ORCA calculation (the ωB97M-V functional and the def2-TZVPD basis) on a 2-piece molecular cluster, C2H3NO overall at a distorted geometry.

As for the HOMO energy: -10.96 eV. The spin multiplicity is 1. The value obtained for the energy relative to the best compared isomer or geometry (same formula, charge and spin) is 2.9453 eV. As for the LUMO energy: -0.716 eV.

Geometry (Å):
C -0.611 -0.756 -0.147
O -1.001 0.312 -0.592
N 0.965 1.318 0.437
C 1.694 0.428 0.149
H -0.761 -1.653 -0.741
H -0.172 1.188 0.063
H -0.115 -0.836 0.832



Entry 4:
ORCA calculation (the ωB97M-V functional and the def2-TZVPD basis) on C2H3NO as an isolated structure at a distorted geometry.

As for the HOMO energy: -9.76 eV. The spin multiplicity is 1. The value obtained for the energy relative to the best compared isomer or geometry (same formula, charge and spin) is 3.2561 eV. As for the LUMO energy: 0.923 eV.

Geometry (Å):
H -0.393 -1.478 1.047
H -1.703 -0.742 0.160
H 1.390 1.468 -1.080
O -0.219 0.698 1.094
C -0.523 -0.549 0.497
C 0.353 0.046 -0.468
N 1.095 0.557 -1.250